Record 1
The following is a quantum chemistry calculation of a single C3H9N3S molecule, from the OMol25 dataset.

ORCA input file:
```
! wB97M-V def2-TZVPD RIJCOSX def2/J DEFGRID3
* xyz 0 1
C -0.7249 1.4354 -0.9424
C -0.5793 0.1092 -0.3324
N -1.6007 -0.6896 -0.3307
N -1.3134 -1.9165 0.2918
N 0.6562 -0.3061 0.1783
C 1.3958 0.7621 0.8709
S 1.5748 -1.2857 -0.8305
H -1.7712 1.5604 -1.2078
H -0.0101 1.6468 -1.7564
H -0.4809 2.2792 -0.2712
H -2.1639 -2.4546 0.4613
H -0.8642 -1.6973 1.2239
H 1.8924 1.4603 0.1629
H 0.7153 1.3405 1.5349
H 2.2054 0.2803 1.4423
H 1.0687 -2.5244 -0.4950
*
```

## Properties
HOMO energy	-8.42	eV
SMILES	C/C(=N/N)N(C)S
LUMO	0.85	eV
orbital gap	9.27	eV

Results of the Löwdin charge analysis, in e, for atoms 1 through 4:
1 C -0.0536
2 C -0.5282
3 N 0.0144
4 N -0.0446

Record 2
The following is a quantum chemistry calculation of 12 unconnected molecules or ions with the total composition C5H33NO13, from the OMol25 dataset.

ORCA input file:
```
! wB97M-V def2-TZVPD RIJCOSX def2/J DEFGRID3
* xyz 0 1
C 0.6666 -3.5500 0.3659
C 0.2971 -2.1210 0.6465
C 1.4731 -1.2148 0.6691
C 2.1653 -0.8832 -0.6907
O 1.4076 -0.3359 -1.4814
N 0.8911 0.1615 1.1878
C 1.7184 1.2355 0.8994
O 1.8782 1.8115 -0.4379
H 0.7867 -3.6919 -0.8326
H -0.2498 -4.2154 0.5956
H 1.4530 -4.0250 0.8413
H -0.3842 -1.7668 1.5712
H -0.3912 -1.7755 -0.2085
H 2.2011 -1.4159 1.4667
H 3.1826 -1.0011 -0.9569
H -0.1458 0.2518 0.7593
H 1.6434 2.1818 1.6317
H 2.7289 0.8125 1.1573
H 1.0158 1.8850 -0.9049
O -3.7368 1.0520 1.1584
H -3.8351 0.7820 0.2543
H -4.3354 0.4801 1.7126
O -1.8294 -2.3475 -2.6256
H -1.3655 -1.7098 -2.1128
H -1.2798 -2.3127 -3.4877
O -1.2525 0.0334 -1.1783
H -0.3588 0.3094 -1.4636
H -1.8279 0.0147 -1.9057
O -3.0140 -1.3195 3.5443
H -2.8726 -2.1659 3.0982
H -2.2638 -0.9048 3.0942
O -0.2884 0.1200 3.9721
H 0.3697 0.5040 3.3256
H 0.1650 0.0740 4.7971
O 3.6143 1.8311 -2.7378
H 3.5361 2.0302 -1.6582
H 2.6897 1.6403 -2.8948
O -4.3206 -0.4568 -1.5226
H -3.7789 -0.9412 -2.2526
H -3.8451 -0.9211 -0.7261
O 0.3361 -0.3078 -3.6389
H 0.1342 0.2982 -4.3172
H 1.0192 -0.8844 -3.8033
O -1.1742 3.9911 1.1807
H -1.0626 3.2737 0.4610
H -2.1671 3.6535 1.4312
O 3.9577 -0.1760 2.6715
H 3.1255 0.2790 2.2206
H 4.1890 -0.7020 1.9224
O -0.5755 3.9164 -1.5761
H 0.2657 3.6882 -1.9567
H -0.5560 4.8354 -1.2650
*
```

## Properties
HOMO energy	-10.42	eV
SMILES	CC[C@@H](C=O)NCO.O.O.O.O.O.O.O.O.O.O.O
LUMO	-0.36	eV
orbital gap	10.06	eV

Results of the Löwdin charge analysis, in e, for atoms 1 through 4:
1 C -0.0996
2 C -0.2496
3 C -0.2502
4 C -0.0931

Record 3
The following is a quantum chemistry calculation of 2 unconnected molecules or ions with the total composition C3H5BrFN, from the OMol25 dataset.

ORCA input file:
```
! wB97M-V def2-TZVPD RIJCOSX def2/J DEFGRID3
* xyz 0 1
C 0.9431 -0.7050 0.2102
C -0.3834 -0.5817 0.1069
C -1.0542 0.8073 0.0810
N -2.3584 0.6276 0.6378
F -3.1988 2.3698 0.1225
Br -3.4832 -0.5932 -0.0486
H 1.4789 -1.7194 0.1159
H 1.5541 0.1523 0.1060
H -0.9194 -1.4313 -0.3203
H -1.0254 1.0513 -1.0940
H -0.6358 1.5442 0.7690
*
```

## Properties
HOMO energy (alpha / beta)	-10.21 / -10.13	eV
LUMO (alpha / beta)	-1.87 / -1.92	eV
orbital gap (alpha / beta)	8.34 / 8.21	eV

Results of the Löwdin charge analysis, in e, for atoms 1 through 4:
1 C -0.0025
2 C -0.2239
3 C -0.3260
4 N -0.4416

Record 4
The following is a quantum chemistry calculation of 2 unconnected molecules or ions with the total composition C9H14O, from the OMol25 dataset.

ORCA input file:
```
! wB97M-V def2-TZVPD RIJCOSX def2/J DEFGRID3
* xyz 0 1
C -1.5654 -0.3497 2.1141
C -0.1856 -0.0175 1.6531
C 0.6676 -1.0205 1.2039
C 2.0252 -0.8070 1.0265
C 2.5509 0.4113 1.4283
C 1.7333 1.4335 1.9154
C 0.3687 1.2618 1.8560
H -2.2635 0.4818 2.0014
H -1.5908 -0.6719 3.1541
H -2.0138 -1.1710 1.5487
H 0.1998 -1.9388 1.0217
H 2.6596 -1.5459 0.5719
H 3.5593 0.6458 1.1268
H 2.1311 2.3816 2.2321
H -0.4052 2.0039 2.0336
C -0.9631 -0.7408 -2.0745
C -1.5322 -0.6878 -3.4919
O -1.8497 0.6594 -3.8639
H -0.6391 0.2351 -1.7041
H -0.0463 -1.3200 -1.9543
H -1.7232 -1.0520 -1.3781
H -0.8083 -1.1046 -4.1895
H -2.5124 -1.1473 -3.5545
H -1.1277 1.1999 -4.1856
*
```

## Properties
HOMO energy	-8.91	eV
SMILES	Cc1ccccc1.CCO
LUMO	0.87	eV
orbital gap	9.78	eV

Results of the Löwdin charge analysis, in e, for atoms 1 through 4:
1 C -0.0589
2 C -0.2858
3 C -0.0714
4 C -0.0840

Record 5
The following is a quantum chemistry calculation of a gas-phase ion, C7H13N2O (charge +1), from the OMol25 dataset.

ORCA input file:
```
! wB97M-V def2-TZVPD RIJCOSX def2/J DEFGRID3
* xyz 1 1
C -3.4278 1.0031 -0.7539
C -2.4806 0.4101 -0.2760
C -1.2363 -0.0196 0.3736
O -1.3947 -0.1977 1.8961
C -0.1238 0.9661 0.0375
N 1.2494 0.5371 0.3204
C 2.1111 1.5218 -0.2847
C 1.5288 -0.7201 -0.1385
C 0.5127 -1.8347 0.3160
N -0.8488 -1.4659 -0.0776
H -4.0619 1.3667 -1.4998
H -1.0770 0.5929 2.3415
H -0.2671 1.2127 -1.0696
H -0.2712 1.8676 0.6028
H 1.7567 2.4248 0.1884
H 3.1192 1.3757 0.0290
H 2.0379 1.3441 -1.3432
H 2.5696 -1.0456 0.1778
H 1.4400 -0.8008 -1.3001
H 0.8566 -2.6825 -0.3340
H 0.3955 -2.0413 1.3460
H -0.8568 -1.7008 -1.0359
H -1.5314 -2.1137 0.4841
*
```

## Properties
HOMO energy	-13.08	eV
SMILES	C#C[C@]1(O)CN(C)CC[NH2+]1
LUMO	-3.22	eV
orbital gap	9.86	eV

Results of the Löwdin charge analysis, in e, for atoms 1 through 4:
1 C 0.2090
2 C -0.0314
3 C -0.3484
4 O 0.0216

Going through the records in order, we get relative energy (zero: lowest compared OMol25 entry of this formula, charge and spin) values of 47.10, 178.87, 99.95, 22.99, 109.67 kcal/mol.
Going through the records in order, we get molar mass values of 119.2, 315.3, 154.0, 138.2, 141.2 g mol⁻¹.
Going through the records in order, we get energy values of -682.0908, -1242.9841, -2845.7270, -426.5361, -458.8992 hartree.